{"formula": "C2H5NO2", "method": "the ωB97M-V functional and the def2-TZVPD basis", "species": ["O", "C", "H", "H", "C", "N", "O", "H", "H", "H"], "coordinates": [[1.40370, 0.41173, 0.89588], [2.35389, -0.17066, 0.22383], [3.40157, 0.14618, 0.29117], [2.12260, -0.93440, -0.51641], [-1.18480, 0.53824, -0.47027], [-1.90760, -0.38794, 0.21285], [-1.21829, 0.65899, -1.68029], [-0.51576, 1.14302, 0.14771], [-1.83611, -0.52962, 1.20202], [-2.61918, -0.87553, -0.30650]], "atomic_forces_ev_per_a": [[0.03, 0.03, 0.08], [-0.20, 0.12, 0.33], [0.07, 0.10, 0.01], [-0.02, -0.26, -0.28], [0.73, 0.28, 0.04], [-0.58, -0.04, -0.32], [-0.53, -0.09, -0.10], [0.11, -0.13, 0.18], [0.26, 0.16, 0.01], [0.13, -0.17, 0.07]], "lowdin_charge": [-0.39, -0.42, -0.05, -0.04, -0.44, 0.11, -0.03, 0.09, 0.08, 0.08], "homo_ev": [0.324, -2.814], "orbital_gap_ev": [3.743, 6.854], "relative_energy_kcal_mol": 25.43, "s_squared": 0.754, "total_energy_ev": -7738.8461, "total_charge": -1, "spin_multiplicity": 2}